Entry 1:
C13H17Br | ωB97M-V/def2-TZVPD

Properties
HOMO-LUMO gap (alpha / beta) = 0.2080 / 0.2452 hartree
LUMO level (alpha / beta) = 0.8 / -2.5 eV
spin multiplicity = 3

```
31
C13H17Br (ωB97M-V/def2-TZVPD)
C 1.364 -3.756 -0.057
C 1.011 -3.167 1.199
C 1.529 -2.865 -1.132
C 0.853 -1.769 1.251
C 1.512 -1.528 -1.001
C 1.027 -0.890 0.141
C 1.340 1.253 1.532
C 1.854 1.442 0.100
C 0.708 0.515 0.335
C -1.798 -0.106 0.295
C -0.504 0.758 -1.751
C -1.062 2.352 0.214
C -0.687 0.899 -0.231
Br 3.635 0.794 -0.060
H 1.284 -4.840 -0.387
H 0.820 -3.804 2.015
H 1.919 -3.359 -2.034
H 0.401 -1.378 2.164
H 2.060 -1.029 -1.837
H 2.045 0.660 2.213
H 1.029 2.166 2.037
H 1.643 2.315 -0.469
H -2.881 0.293 0.493
H -1.484 -0.314 1.319
H -1.788 -0.939 -0.524
H -1.368 1.030 -2.286
H 0.393 1.334 -2.022
H -0.207 -0.306 -2.001
H -1.965 2.611 -0.193
H -0.321 3.088 0.020
H -1.294 2.330 1.331
```


Entry 2:
C13H17Cl3N5NiO2S2 | ωB97M-V/def2-TZVPD

Properties
HOMO-LUMO gap (alpha / beta) = 0.2617 / 0.2618 hartree
LUMO level (alpha / beta) = -3.8 / -3.8 eV
charge = +1
spin multiplicity = 1
energy above the lowest of the compared OMol25 structures with the same formula, charge and spin = 0.984 eV

```
43
C13H17Cl3N5NiO2S2 (ωB97M-V/def2-TZVPD)
Ni 0.505 -1.197 -1.626
N 2.263 -1.234 -2.448
C 2.195 -0.596 -3.790
C 1.185 0.527 -3.676
N -0.032 -0.061 -3.067
C -1.028 0.905 -2.536
C -2.022 0.076 -1.741
N -1.213 -0.771 -0.829
H 2.828 -0.664 -1.813
H 2.711 -2.145 -2.492
H 1.860 -1.349 -4.504
H 3.168 -0.230 -4.113
H 0.969 0.990 -4.640
H 1.545 1.297 -2.992
H -0.500 -0.652 -3.753
H -1.501 1.467 -3.342
H -0.491 1.586 -1.874
H -2.607 -0.571 -2.396
H -2.710 0.710 -1.182
H -1.754 -1.529 -0.426
H -0.836 -0.187 -0.077
Cl 3.384 -4.179 1.739
C 1.639 -3.924 1.785
Cl 1.136 -3.056 3.222
Cl 0.767 -5.450 1.588
C 1.284 -3.072 0.636
N 0.957 -2.387 -0.217
O 1.328 1.389 5.112
S 0.662 0.548 4.173
O 0.256 -0.774 4.579
N 1.524 0.405 2.763
C 0.868 0.889 1.760
S 1.415 0.771 0.138
C -0.448 1.526 2.099
C -1.344 2.188 1.278
C -2.514 2.687 1.839
C -2.778 2.529 3.196
C -1.871 1.879 4.027
C -0.718 1.394 3.448
H -1.105 2.346 0.232
H -3.223 3.223 1.220
H -3.692 2.931 3.613
H -2.059 1.768 5.086
```


Entry 3:
C13H17ClN3OS | ωB97M-V/def2-TZVPD

Properties
SMILES = CC(C)[C@H]([NH3+])c1nnc(SCc2ccc(Cl)cc2)o1
HOMO-LUMO gap = 0.2949 hartree
LUMO level = -3.1 eV
charge = +1
spin multiplicity = 1

```
36
C13H17ClN3OS (ωB97M-V/def2-TZVPD)
C 1.793 -3.930 0.262
C 0.267 -3.963 0.214
C -0.230 -3.983 -1.229
C -0.300 -2.756 0.992
N -1.791 -2.862 1.163
C -0.135 -1.453 0.280
N -1.177 -0.746 -0.034
N -0.748 0.359 -0.665
C 0.554 0.277 -0.707
S 1.685 1.338 -1.412
C 0.552 2.705 -1.919
C 0.223 3.588 -0.762
C 1.154 4.516 -0.303
C 0.864 5.332 0.772
C -0.369 5.221 1.400
Cl -0.740 6.236 2.743
C -1.306 4.299 0.955
C -1.005 3.484 -0.120
O 1.003 -0.871 -0.109
H 2.195 -4.787 -0.269
H 2.153 -3.969 1.287
H 2.179 -3.029 -0.207
H -0.074 -4.868 0.730
H -1.317 -3.988 -1.304
H 0.147 -3.124 -1.780
H 0.137 -4.877 -1.725
H 0.185 -2.709 1.974
H -2.140 -1.960 0.710
H -2.091 -2.916 2.139
H -2.158 -3.672 0.650
H 1.116 3.233 -2.686
H -0.330 2.235 -2.347
H 2.113 4.600 -0.793
H 1.584 6.053 1.122
H -2.263 4.225 1.447
H -1.729 2.763 -0.468
```


Entry 4:
C13H17ClNO16S2 | ωB97M-V/def2-TZVPD

Properties
HOMO-LUMO gap = 0.3042 hartree
LUMO level = 1.7 eV
charge = -1
spin multiplicity = 1

```
50
C13H17ClNO16S2 (ωB97M-V/def2-TZVPD)
C 1.552 2.968 0.088
C 1.361 4.304 -0.569
O 1.909 4.570 -1.561
O 0.535 5.196 0.105
C -0.776 5.118 -0.358
O -0.989 5.097 -1.498
C -1.906 5.095 0.642
S -2.297 3.403 1.218
O -1.817 2.424 0.295
O -1.718 3.299 2.513
N -3.931 3.345 1.270
S -4.626 3.151 -0.167
O -3.920 3.743 -1.255
O -5.933 3.715 -0.075
Cl -4.980 1.144 -0.624
H 1.997 3.138 1.070
H 0.559 2.534 0.251
H 2.102 2.266 -0.532
H -2.793 5.468 0.137
H -1.722 5.748 1.494
C -2.732 -1.672 -0.881
C -1.945 -2.875 -0.417
O -0.600 -2.504 -0.718
C -0.551 -1.147 -0.759
O 0.456 -0.528 -0.824
O -1.792 -0.609 -0.718
H -3.626 -1.502 -0.286
H -3.015 -1.734 -1.935
H -2.032 -3.048 0.653
H -2.222 -3.786 -0.944
C -0.658 -7.563 1.930
C 0.039 -6.718 0.891
O -0.875 -5.638 0.700
C -1.632 -5.537 1.830
O -2.370 -4.644 2.070
O -1.426 -6.600 2.650
H 0.037 -8.076 2.591
H -1.335 -8.297 1.488
H 0.990 -6.316 1.245
H 0.207 -7.252 -0.041
C 4.518 0.941 -1.749
C 5.843 0.309 -1.398
O 6.423 1.269 -0.516
C 5.405 1.995 0.028
O 5.536 2.760 0.922
O 4.229 1.724 -0.591
H 3.735 0.207 -1.924
H 4.584 1.603 -2.614
H 5.727 -0.637 -0.864
H 6.476 0.148 -2.267
```


Entry 5:
C13H17IIrN2 | ωB97M-V/def2-TZVPD

Properties
HOMO-LUMO gap (alpha / beta) = 0.2607 / 0.1532 hartree
LUMO level (alpha / beta) = -8.3 / -11.2 eV
charge = +2
spin multiplicity = 6
energy above the lowest of the compared OMol25 structures with the same formula, charge and spin = 1.166 eV

```
34
C13H17IIrN2 (ωB97M-V/def2-TZVPD)
C 1.604 -3.513 0.106
C 2.776 -2.559 0.104
H 1.591 -4.356 0.897
H 1.274 -3.909 -0.886
H 0.787 -2.846 0.496
H 2.161 -1.613 -0.076
H 3.388 -2.237 0.991
H 3.385 -2.366 -0.779
Ir -0.645 0.919 -0.458
C -0.038 0.193 -2.171
H 0.778 0.828 -2.519
H -0.919 0.295 -2.819
H 0.270 -0.863 -2.072
I -0.303 0.360 2.006
C -4.611 0.244 0.233
C -5.079 1.560 0.355
C -4.258 2.673 0.275
C -2.893 2.512 -0.005
N -2.519 1.208 -0.228
C -3.268 0.076 -0.042
C -1.766 3.441 -0.039
C -1.655 4.832 0.128
C -0.409 5.446 0.082
C 0.781 4.724 -0.031
C 0.700 3.355 -0.114
N -0.560 2.817 -0.231
H -5.235 -0.644 0.334
H -6.139 1.707 0.526
H -4.545 3.713 0.398
H -2.722 -0.884 -0.100
H -2.610 5.319 0.262
H -0.356 6.521 0.138
H 1.774 5.182 -0.062
H 1.544 2.634 -0.114
```


Entry 6:
C13H17N | ωB97M-V/def2-TZVPD

Properties
SMILES = C=C=C[C@H](C)N(C)Cc1ccccc1
HOMO-LUMO gap = 0.3402 hartree
LUMO level = 0.9 eV
spin multiplicity = 1
energy above the lowest of the compared OMol25 structures with the same formula, charge and spin = 2.664 eV

```
31
C13H17N (ωB97M-V/def2-TZVPD)
C 4.494 1.712 -0.608
C 3.661 0.862 0.012
C 2.902 0.065 0.735
C 2.065 -1.027 0.082
C 2.252 -1.161 -1.424
N 0.613 -0.883 0.401
C 0.270 -1.288 1.726
C -0.023 0.401 0.090
C -1.499 0.336 0.004
C -2.128 -0.749 -0.640
C -3.488 -0.806 -0.798
C -4.271 0.267 -0.373
C -3.671 1.359 0.241
C -2.301 1.418 0.384
H 5.518 1.403 -0.798
H 4.316 2.759 -0.746
H 2.797 0.178 1.835
H 2.357 -1.964 0.613
H 1.854 -0.303 -1.984
H 1.602 -2.000 -1.748
H 3.308 -1.312 -1.694
H 0.684 -2.333 1.873
H -0.818 -1.284 1.900
H 0.739 -0.726 2.550
H 0.223 1.159 0.882
H 0.387 0.808 -0.853
H -1.459 -1.564 -0.960
H -3.970 -1.666 -1.283
H -5.347 0.240 -0.443
H -4.296 2.221 0.550
H -1.766 2.226 0.905
```


Entry 7:
C13H17O | ωB97M-V/def2-TZVPD

Properties
HOMO-LUMO gap = 0.2317 hartree
LUMO level = -5.4 eV
charge = +1
spin multiplicity = 1
energy above the lowest of the compared OMol25 structures with the same formula, charge and spin = 2.885 eV

```
31
C13H17O (ωB97M-V/def2-TZVPD)
C -2.889 1.444 -1.968
O -2.330 0.987 -0.720
C -1.086 1.219 -0.389
C -0.716 1.097 1.000
C 0.468 1.784 1.410
C 0.936 1.621 2.721
C 0.189 0.871 3.651
C -1.063 0.331 3.276
C -1.540 0.478 1.976
H -3.881 0.995 -2.031
H -2.983 2.534 -1.990
H -2.264 1.111 -2.802
H -0.539 1.900 -1.049
H 0.990 2.407 0.679
H 1.898 2.048 3.012
H 0.578 0.707 4.669
H -1.650 -0.230 4.004
H -2.539 0.125 1.667
C 2.114 -0.533 -2.499
C 1.347 -1.338 -1.474
C 0.006 -1.107 -1.323
C 2.070 -2.352 -0.749
C 1.460 -3.246 0.085
H 3.186 -0.800 -2.479
H 1.763 -0.698 -3.527
H 2.020 0.540 -2.292
H -0.598 -1.776 -0.718
H -0.528 -0.476 -2.055
H 3.148 -2.411 -0.930
H 2.058 -3.970 0.644
H 0.377 -3.259 0.201
```


Entry 8:
C13H18BrClNOS | ωB97M-V/def2-TZVPD

Properties
HOMO-LUMO gap = 0.2429 hartree
LUMO level = -4.1 eV
charge = +1
spin multiplicity = 1

```
36
C13H18BrClNOS (ωB97M-V/def2-TZVPD)
C -2.526 -1.352 -2.529
N -1.209 -1.994 -2.402
C -1.125 -3.444 -2.670
C -0.142 -1.272 -2.212
Cl 1.436 -1.869 -2.379
H -3.269 -2.152 -2.579
H -2.704 -0.711 -1.662
H -2.572 -0.748 -3.448
H -2.155 -3.801 -2.725
H -0.608 -3.637 -3.619
H -0.596 -3.946 -1.853
H -0.206 -0.196 -2.050
C 2.637 -2.063 0.932
S 1.123 -1.655 1.872
C 1.902 -1.529 3.529
C 0.925 0.010 1.499
C -0.181 0.492 0.748
C -0.343 1.990 0.663
C 0.739 2.869 0.847
C 0.569 4.254 0.732
C -0.696 4.768 0.397
Br -0.940 6.632 0.174
C -1.783 3.900 0.213
C -1.604 2.523 0.354
O -0.971 -0.280 0.148
H 2.907 -3.090 1.204
H 2.367 -2.004 -0.128
H 3.430 -1.350 1.189
H 2.172 -2.549 3.820
H 2.785 -0.879 3.489
H 1.142 -1.133 4.210
H 1.585 0.685 2.045
H 1.720 2.458 1.090
H 1.407 4.925 0.899
H -2.762 4.297 -0.032
H -2.453 1.850 0.233
```


Entry 9:
C13H18BrO7PS | ωB97M-V/def2-TZVPD

Properties
SMILES = C#C[C@@H]1OS(=O)(=O)O[C@]1(CCCCCCOC(=O)C=C)P(O)Br
HOMO-LUMO gap = 0.2856 hartree
LUMO level = -0.3 eV
spin multiplicity = 1

```
41
C13H18BrO7PS (ωB97M-V/def2-TZVPD)
C 2.814 3.186 -2.182
C 2.093 2.247 -2.508
C 0.823 1.325 -2.780
O -0.357 2.178 -2.730
S -0.696 2.358 -1.092
O -2.121 2.658 -0.873
O 0.125 3.312 -0.340
O -0.155 0.851 -0.665
C 0.570 0.136 -1.717
C -0.419 -0.934 -2.384
C -1.928 -0.877 -1.883
C -2.191 -1.652 -0.499
C -2.727 -0.643 0.653
C -2.079 -0.941 2.085
C -1.178 0.245 2.649
O -0.409 -0.095 3.835
C 0.728 -0.849 3.548
O 0.705 -2.036 3.216
C 2.178 -0.201 3.692
C 2.953 0.166 2.562
P 2.114 -0.643 -0.931
O 3.110 -0.948 -2.298
Br 1.659 -2.690 -0.073
H 3.366 4.132 -1.922
H 1.067 0.952 -3.828
H -0.032 -2.000 -2.319
H -0.445 -0.687 -3.501
H -2.551 -1.410 -2.681
H -2.358 0.167 -1.801
H -2.994 -2.430 -0.708
H -1.255 -2.184 -0.134
H -2.643 0.431 0.312
H -3.845 -0.870 0.738
H -1.555 -1.940 2.062
H -2.955 -1.043 2.812
H -1.907 1.065 2.970
H -0.501 0.724 1.875
H 2.670 -0.035 4.710
H 3.357 -0.626 1.862
H 3.204 1.240 2.319
H 3.766 -1.637 -2.050
```


Entry 10:
C13H18Cl3N3O4PbS4 | ωB97M-V/def2-TZVPD

Properties
HOMO-LUMO gap (alpha / beta) = 0.1635 / 0.1634 hartree
LUMO level (alpha / beta) = -2.9 / -2.9 eV
spin multiplicity = 1
energy above the lowest of the compared OMol25 structures with the same formula, charge and spin = 13.705 eV

```
46
C13H18Cl3N3O4PbS4 (ωB97M-V/def2-TZVPD)
Pb -0.634 0.258 -0.687
Cl 5.355 -0.073 3.185
C 3.955 0.569 3.876
Cl 0.766 -1.102 2.665
H 3.059 0.585 3.279
H 4.027 0.995 4.862
S -0.056 3.574 1.575
S 0.201 5.488 0.703
S 1.639 5.344 -0.511
S 1.285 2.466 0.770
O 0.825 0.898 -2.317
N 0.486 0.715 -3.535
N -0.536 -0.010 -3.715
O -1.218 -0.574 -2.739
C -0.980 -0.247 -5.065
C -2.119 -1.010 -5.248
C -2.566 -1.247 -6.541
C -1.880 -0.727 -7.626
C -0.738 0.037 -7.420
C -0.278 0.284 -6.139
H -2.637 -1.407 -4.389
H -3.455 -1.843 -6.694
H -2.232 -0.915 -8.632
H -0.198 0.446 -8.264
H 0.607 0.879 -5.969
O -3.816 1.404 3.863
C -3.622 0.973 2.809
O -3.430 0.549 1.745
C 0.027 -0.674 5.323
N 1.956 -2.404 2.621
C 2.371 -2.794 3.965
C 1.441 -2.874 5.190
C 1.054 -1.526 5.864
H -0.664 0.870 2.414
H 0.742 -0.953 1.365
H -1.048 0.238 2.335
H 3.258 -2.223 4.304
H 2.720 -3.816 3.788
H 2.007 -3.420 5.949
H 0.540 -3.451 4.968
H 1.976 -0.965 6.095
H 0.565 -1.739 6.837
Cl -1.337 3.341 -2.019
C -2.067 2.013 -1.064
H -2.906 1.622 -1.637
H -2.445 2.449 -0.142
```


Entry 11:
C13H18N5O4S2Ti | ωB97M-V/def2-TZVPD

Properties
HOMO-LUMO gap (alpha / beta) = 0.1495 / 0.2104 hartree
LUMO level (alpha / beta) = 4.9 / 4.9 eV
charge = -2
spin multiplicity = 2
energy above the lowest of the compared OMol25 structures with the same formula, charge and spin = 1.906 eV

```
43
C13H18N5O4S2Ti (ωB97M-V/def2-TZVPD)
Ti 0.026 -0.155 -0.045
N -1.751 -0.959 -1.221
C -2.780 0.059 -1.513
C -2.711 1.197 -0.504
O -3.678 1.964 -0.382
N -1.561 1.215 0.173
C -1.420 2.245 1.188
C -0.122 2.045 1.964
O 0.160 2.829 2.870
O 0.580 1.021 1.598
H -1.421 -1.399 -2.068
H -2.087 -1.668 -0.575
H -3.791 -0.352 -1.510
H -2.569 0.479 -2.495
H -2.241 2.202 1.910
H -1.441 3.253 0.765
O 1.187 -1.824 -0.200
N 0.802 -3.101 0.074
C 1.686 -4.103 -0.320
C 1.444 -5.399 0.047
C 0.359 -5.723 0.870
C -0.430 -4.636 1.379
C -0.188 -3.335 1.009
S -1.031 -1.927 1.596
H 2.505 -3.770 -0.936
H 2.125 -6.164 -0.311
H 0.170 -6.743 1.177
H -1.239 -4.807 2.077
S 1.594 1.338 -1.056
C 0.724 0.233 -2.102
N -0.172 0.872 -3.081
C 0.024 0.439 -4.457
C -0.170 -1.066 -4.466
C 0.938 -1.729 -3.643
N 1.572 -0.763 -2.746
H -0.038 1.870 -2.981
H 1.011 0.689 -4.877
H -0.733 0.923 -5.082
H -0.182 -1.470 -5.483
H -1.160 -1.273 -4.047
H 1.712 -2.076 -4.338
H 0.558 -2.623 -3.126
H 2.035 -1.259 -1.993
```


Entry 12:
C13H19BO | ωB97M-V/def2-TZVPD

Properties
SMILES = CB(O)[C@@H](c1ccccc1)C1CCCC1
HOMO-LUMO gap = 0.3078 hartree
LUMO level = 0.4 eV
spin multiplicity = 1
energy above the lowest of the compared OMol25 structures with the same formula, charge and spin = 0.000 eV

```
34
C13H19BO (ωB97M-V/def2-TZVPD)
C -0.708 -3.485 -0.968
B 0.132 -2.516 -0.065
O 0.633 -2.690 1.154
C 0.276 -0.656 -0.773
C -0.922 -0.082 -0.097
C -1.263 0.109 1.264
C -2.398 0.812 1.607
C -3.214 1.343 0.676
C -2.957 1.143 -0.663
C -1.864 0.478 -0.999
C 1.661 -0.042 -0.555
C 1.945 1.316 -1.237
C 1.880 2.326 -0.042
C 1.688 1.493 1.264
C 2.047 0.037 0.892
H -0.466 -3.183 -2.066
H -1.771 -3.136 -0.912
H -0.627 -4.553 -1.061
H 0.309 -3.481 1.582
H -0.007 -0.858 -1.831
H -0.488 -0.135 1.989
H -2.438 1.190 2.619
H -4.123 1.850 0.877
H -3.803 1.409 -1.311
H -1.788 0.301 -2.106
H 2.401 -0.680 -1.161
H 1.245 1.724 -2.009
H 2.932 1.423 -1.740
H 1.126 3.128 -0.234
H 2.887 2.701 -0.075
H 2.365 1.808 2.102
H 0.658 1.643 1.578
H 3.133 0.048 1.047
H 1.518 -0.783 1.254
```